## A
An isolated molecule of CH2Cl3P. Source: the Open Molecules 2025 dataset; level of theory: ωB97M-V/def2-TZVPD.

```
! wB97M-V def2-TZVPD RIJCOSX def2/J DEFGRID3
* xyz 0 1
C 1.162 0.161 0.118
P -0.465 -0.051 0.039
Cl -0.994 -0.643 1.790
Cl -1.350 1.605 -0.452
Cl -1.806 -1.253 -1.162
H 1.663 0.752 -0.785
H 1.790 -0.572 0.452
*
```

Calculated values
LUMO energy = 0.1 eV
HOMO energy = -9.071 eV

For each atom in turn, the natural (NBO) charge in e is: C -1.087; P 1.273; Cl -0.174; Cl -0.177; Cl -0.330; H 0.255; H 0.240



## B
An isolated molecule of CH2Cl3P. Source: the Open Molecules 2025 dataset; level of theory: ωB97M-V/def2-TZVPD.

```
! wB97M-V def2-TZVPD RIJCOSX def2/J DEFGRID3
* xyz 0 1
C -1.222 -0.171 -0.018
P 0.487 -0.119 0.042
Cl 1.258 -1.392 1.276
Cl 1.172 -0.588 -1.696
Cl 1.870 1.813 0.678
H -1.675 0.184 -1.019
H -1.889 0.273 0.737
*
```

Calculated values
LUMO energy = -1.1 eV
HOMO energy = -9.185 eV

For each atom in turn, the natural (NBO) charge in e is: C -1.024; P 1.254; Cl -0.150; Cl -0.154; Cl -0.442; H 0.258; H 0.258



Out of the structures above, which one is the most stable? Solution: A.